(w)
{
  "formula": "C5H10NO2",
  "method": "ωB97M-V with the def2-TZVPD basis set",
  "multiplicity": 2,
  "s2": 0.757,
  "homo_ev": [-9.36, -9.42],
  "species": ["O", "C", "C", "C", "C", "N", "C", "O", "H", "H", "H", "H", "H", "H", "H", "H", "H", "H"],
  "positions_angstrom": [[2.245, -0.666, -0.040], [1.322, -0.744, 0.838], [-0.135, -0.280, 0.253], [-0.070, -0.382, -1.319], [-1.453, -0.560, -1.869], [-0.317, 1.086, 0.700], [0.543, 1.173, 1.946], [1.528, 0.217, 1.965], [1.137, -1.692, 1.378], [-1.058, -0.743, 0.562], [0.374, 0.592, -1.500], [0.705, -1.061, -1.685], [-1.663, -1.640, -2.065], [-2.199, -0.142, -1.198], [-1.748, -0.232, -2.860], [-0.100, 1.917, 0.172], [0.956, 2.196, 1.887], [-0.068, 0.961, 2.835]]
}

=====

(x)
{
  "formula": "C5H10NO2",
  "method": "ωB97M-V with the def2-TZVPD basis set",
  "multiplicity": 2,
  "s2": 0.757,
  "homo_ev": [-9.97, -9.89],
  "species": ["C", "C", "C", "N", "C", "C", "O", "O", "H", "H", "H", "H", "H", "H", "H", "H", "H", "H"],
  "positions_angstrom": [[-1.246, -1.081, 1.728], [-1.000, -0.501, 3.171], [-0.961, -0.002, 0.697], [0.432, 0.460, 0.688], [0.769, 1.122, -0.520], [0.774, 0.168, -1.859], [-0.255, 0.294, -2.545], [1.819, -0.425, -2.084], [-2.341, -1.185, 1.666], [-0.820, -2.064, 1.571], [-0.015, -0.837, 3.466], [-1.009, 0.588, 3.161], [-1.817, -0.693, 3.884], [-1.623, 0.864, 0.811], [-1.283, -0.474, -0.262], [1.094, -0.305, 0.802], [1.663, 1.734, -0.340], [0.084, 1.956, -0.709]]
}

=====

Decreasing stability: (x), (w)

=====

(w)
{
  "formula": "C3H6N2OS",
  "method": "ωB97M-V with the def2-TZVPD basis set",
  "multiplicity": 1,
  "smiles": "C/C=N\\O/C=N\\S",
  "homo_ev": -8.26,
  "species": ["C", "C", "N", "O", "C", "N", "S", "H", "H", "H", "H", "H", "H"],
  "positions_angstrom": [[2.175, -0.101, 0.091], [0.902, -0.926, -0.005], [-0.279, -0.572, -0.108], [-0.322, 0.806, -0.350], [-1.611, 1.269, -0.043], [-2.898, 0.874, 0.144], [-3.133, -0.874, -0.029], [2.858, -0.258, 1.008], [1.926, 1.018, 0.140], [2.929, -0.123, -0.943], [0.826, -2.102, 0.341], [-1.582, 2.302, 0.404], [-1.791, -1.312, -0.648]]
}

=====

(x)
{
  "formula": "C3H6N2OS",
  "method": "ωB97M-V with the def2-TZVPD basis set",
  "multiplicity": 1,
  "homo_ev": [-7.84, -7.84],
  "species": ["C", "C", "C", "N", "N", "O", "S", "H", "H", "H", "H", "H", "H"],
  "positions_angstrom": [[0.852, -0.636, -0.235], [-1.341, -0.290, 1.669], [1.536, 0.311, -1.116], [0.786, -1.514, 0.582], [-1.074, 0.438, 0.550], [-0.902, -3.126, 1.615], [-0.066, -1.983, 1.877], [-1.028, 0.070, 2.569], [-2.380, -0.931, 1.606], [1.113, 1.308, -0.890], [1.194, -0.048, -2.056], [2.573, 0.491, -0.967], [-1.815, 0.482, -0.171]]
}

=====

(y)
{
  "formula": "C3H6N2OS",
  "method": "ωB97M-V with the def2-TZVPD basis set",
  "multiplicity": 1,
  "smiles": "CS/N=C\\NC=O",
  "homo_ev": -8.54,
  "species": ["C", "S", "N", "C", "N", "C", "O", "H", "H", "H", "H", "H", "H"],
  "positions_angstrom": [[0.922, -2.539, -1.470], [0.884, -0.922, -0.692], [-0.727, -0.956, -0.347], [-1.416, -0.073, 0.271], [-1.024, 1.163, 0.766], [0.112, 1.845, 1.041], [0.095, 2.966, 1.494], [0.419, -2.598, -2.429], [1.977, -2.751, -1.642], [0.638, -3.322, -0.814], [-2.499, -0.158, 0.383], [-1.864, 1.720, 0.902], [0.982, 1.280, 0.727]]
}

=====

(z)
{
  "formula": "C3H6N2OS",
  "method": "ωB97M-V with the def2-TZVPD basis set",
  "multiplicity": 1,
  "smiles": "[H]/N=C1/NSC[C@@H]1O",
  "homo_ev": -8.04,
  "species": ["H", "N", "C", "N", "S", "C", "C", "O", "H", "H", "H", "H", "H"],
  "positions_angstrom": [[-1.716, -2.180, -0.791], [-2.035, -1.208, -0.487], [-0.920, -0.532, -0.135], [-1.139, 0.640, 0.646], [0.384, 1.463, 0.705], [1.335, -0.034, 0.602], [0.467, -0.903, -0.320], [1.195, -0.752, -1.509], [-2.139, 1.084, 0.642], [2.222, 0.052, -0.184], [1.762, -0.388, 1.538], [0.260, -1.967, -0.068], [0.819, -1.198, -2.330]]
}

=====

Decreasing stability: (y), (z), (x), (w)

=====

(w)
{
  "formula": "C3H6N2OS",
  "method": "ωB97M-V with the def2-TZVPD basis set",
  "multiplicity": 1,
  "smiles": "C=CN(S)C(N)=O",
  "homo_ev": -9.18,
  "species": ["C", "C", "N", "S", "C", "N", "O", "H", "H", "H", "H", "H", "H"],
  "positions_angstrom": [[0.790, 0.683, -1.612], [-0.346, 0.729, -0.903], [-0.465, 0.365, 0.466], [-1.626, 1.333, 1.379], [0.055, -0.759, 1.114], [0.474, -1.794, 0.305], [0.127, -0.754, 2.315], [0.785, 1.055, -2.624], [1.735, 0.364, -1.212], [-1.269, 1.029, -1.361], [-0.854, 2.317, 1.839], [0.004, -1.908, -0.565], [0.590, -2.660, 0.859]]
}

=====

(x)
{
  "formula": "C3H6N2OS",
  "method": "ωB97M-V with the def2-TZVPD basis set",
  "multiplicity": 1,
  "smiles": "N/C=N\\CC(=O)S",
  "homo_ev": -9.31,
  "species": ["N", "C", "N", "C", "C", "O", "S", "H", "H", "H", "H", "H", "H"],
  "positions_angstrom": [[1.705, 0.820, -0.369], [1.332, -0.477, -0.566], [0.379, -1.174, -0.077], [-0.413, -0.497, 0.886], [-1.293, 0.552, 0.248], [-0.919, 1.714, 0.132], [-2.810, -0.036, -0.539], [0.969, 1.508, -0.167], [2.424, 1.040, -1.016], [2.056, -0.927, -1.300], [0.111, 0.031, 1.711], [-1.055, -1.190, 1.415], [-2.487, -1.363, -0.358]]
}

=====

Decreasing stability: (x), (w)